[1]
CH5N2P | ωB97M-V with the def2-TZVPD basis set

The geometry in ORCA input format:
```
! wB97M-V def2-TZVPD RIJCOSX def2/J DEFGRID3
* xyz 0 1
C 0.4740 0.8796 -0.5283
N -0.3905 -1.0058 1.5535
N 0.0051 -0.1708 -1.3755
P -0.4663 -1.9102 0.3351
H 1.5683 0.8525 -0.5140
H 0.1416 1.8745 -0.8477
H 0.1342 0.7605 0.5229
H -0.5070 -1.2959 2.5105
H -0.9595 0.0155 -1.6566
*
```

## Properties
Energy, Ha: -491.86157
Lowest unoccupied orbital energy (spin up / spin down), eV: -0.51 / -0.51
Maximum force, eV/A: 2.9
Energy relative to the best compared isomer or geometry (same formula, charge and spin), kJ/mol: 225.2


[2]
CH5N2S | ωB97M-V with the def2-TZVPD basis set

The geometry in ORCA input format:
```
! wB97M-V def2-TZVPD RIJCOSX def2/J DEFGRID3
* xyz -1 1
S -0.7479 -1.5747 -1.1227
H -1.3439 -2.7338 -0.8930
N 0.7741 0.4517 -0.1213
C 0.6079 1.5528 0.6863
N 0.4296 1.5317 1.9755
H 0.3354 0.3833 -1.0357
H 0.5894 -0.3977 0.4040
H 0.6196 2.5486 0.1632
H -0.3065 2.1946 2.2275
*
```

## Properties
Energy, Ha: -548.80026
Lowest unoccupied orbital energy, eV: 4.15
Maximum force, eV/A: 2.8
Energy relative to the best compared isomer or geometry (same formula, charge and spin), kJ/mol: 122.4


[3]
CH5N2S | ωB97M-V with the def2-TZVPD basis set

The geometry in ORCA input format:
```
! wB97M-V def2-TZVPD RIJCOSX def2/J DEFGRID3
* xyz 1 1
C -1.2275 0.0035 0.0837
N -1.9502 -0.9782 -0.4955
N 1.5643 0.4591 0.0341
S -2.7444 0.6144 0.0694
H 0.4524 0.4753 0.2323
H -1.9340 -1.8548 -0.0332
H 1.9809 1.3919 -0.1213
H 1.9972 -0.1351 -0.6482
H 1.8613 0.0239 0.8788
*
```

## Properties
Energy, Ha: -548.41258
Lowest unoccupied orbital energy, eV: -4.60
Maximum force, eV/A: 2.8
Energy relative to the best compared isomer or geometry (same formula, charge and spin), kJ/mol: 328.0


[4]
CH5N2S | ωB97M-V with the def2-TZVPD basis set

The geometry in ORCA input format:
```
! wB97M-V def2-TZVPD RIJCOSX def2/J DEFGRID3
* xyz 1 1
C 0.6936 0.2425 -0.6964
N -0.8349 1.1365 0.6111
N 0.7625 -0.9738 -0.9389
S -0.9885 0.1868 1.8769
H 0.9730 1.1476 -1.1944
H -0.5051 2.0731 0.7686
H 1.0816 -1.3733 -1.7708
H 0.4543 -1.4254 -0.0583
H -1.6365 -1.0140 1.4023
*
```

## Properties
Energy, Ha: -548.36326
Lowest unoccupied orbital energy (spin up / spin down), eV: -5.78 / -5.64
Maximum force, eV/A: 3.9
Energy relative to the best compared isomer or geometry (same formula, charge and spin), kJ/mol: 457.5


[5]
CH5N3 | ωB97M-V with the def2-TZVPD basis set

The geometry in ORCA input format:
```
! wB97M-V def2-TZVPD RIJCOSX def2/J DEFGRID3
* xyz 0 1
C 0.2185 -0.4510 -1.2437
N -0.4674 0.7150 2.0960
N -0.5938 0.0256 0.8728
N 0.2738 0.3302 -0.0624
H 0.9963 -1.2262 -1.0920
H -0.7322 -0.9621 -1.3910
H 0.3948 0.1792 -1.9676
H -1.0562 0.2540 2.7560
H 0.9661 1.1353 0.0320
*
```

## Properties
SMILES: [H]/N=N/NC
Energy, Ha: -205.25899
Lowest unoccupied orbital energy, eV: 1.10
Maximum force, eV/A: 6.7
Energy relative to the best compared isomer or geometry (same formula, charge and spin), kJ/mol: 346.8


[6]
CH5N3O | ωB97M-V with the def2-TZVPD basis set

The geometry in ORCA input format:
```
! wB97M-V def2-TZVPD RIJCOSX def2/J DEFGRID3
* xyz 0 1
C -0.3093 -0.0605 1.3644
N 0.5542 0.4550 0.3095
N 0.0198 0.2911 -0.9596
N 0.5607 -0.5229 -1.8110
O 0.0775 -0.5254 -2.9409
H 1.4538 -0.0242 0.3126
H -0.7697 0.9033 -1.1990
H 0.1818 0.1251 2.3158
H -0.5192 -1.1309 1.2664
H -1.2495 0.4895 1.3419
*
```

## Properties
SMILES: CNNN=O
Energy, Ha: -280.49132
Lowest unoccupied orbital energy, eV: 0.95
Maximum force, eV/A: 1.0
Energy relative to the best compared isomer or geometry (same formula, charge and spin), kJ/mol: 297.2


Which of these has the lowest maximum force? CH5N3O


Look up the energy of the fourth one. -548.36326 Ha